A structure of composition C2HCl2NO4S2. Source: the Open Molecules 2025 dataset; level of theory: ωB97M-V/def2-TZVPD.

Geometry as XYZ:
```
12
Properties=species:S:1:pos:R:3:forces:R:3:mulliken_charge:R:1
C 2.54602 -0.11448 -0.45342 0.6 -0.3 -0.1 0.102
C 1.28062 0.27304 -0.07522 -0.3 0.3 2.6 -0.127
N 3.62371 -0.39165 -0.69075 1.7 -0.4 -0.6 -0.399
O -2.92971 0.04696 0.60190 -0.3 1.0 -0.2 -0.392
O -0.79230 0.99713 1.37605 -1.2 0.5 -1.6 -0.425
O 0.59474 -1.90472 -1.32089 -0.7 0.4 0.3 -0.514
O -1.07726 -0.09308 -0.90779 -0.2 0.2 0.6 -0.202
S -1.74297 0.76681 0.31401 -0.9 0.1 1.3 0.999
S 0.20367 -0.94213 -0.34401 0.6 -0.2 -0.5 0.923
Cl -2.16243 2.49402 -0.64897 0.3 -0.8 0.3 -0.131
Cl -0.85723 -1.88659 1.19739 1.0 -0.5 -0.5 -0.129
H 1.31314 0.75468 0.95171 -0.6 -0.4 -1.7 0.294
```
Positions in Å, forces in eV/Å.

## Properties
2S+1 = 1
lowest unoccupied orbital energy (alpha / beta) = -1.71 / -1.71 eV
Kohn-Sham gap (alpha / beta) = 8.19 / 8.19 eV

A structure of composition C34H26F3N2RuS2Si. Source: the Open Molecules 2025 dataset; level of theory: ωB97M-V/def2-TZVPD.

Geometry as XYZ:
```
69
Properties=species:S:1:pos:R:3:forces:R:3:lowdin_spin:R:1
Ru -0.76369 -0.06484 0.98568 0.1 -0.5 0.8 0.733
C -1.31935 -2.07061 -1.36589 0.0 0.0 0.1 0.000
C -0.12525 -2.48758 -0.56498 0.0 -0.7 -0.4 0.002
C 0.59617 -3.65226 -0.96646 -0.6 0.4 -0.1 -0.004
C 1.68373 -4.05159 -0.27865 0.5 -0.3 0.2 0.002
C 2.11369 -3.31419 0.84796 0.1 -0.1 0.0 -0.001
C 3.27384 -3.64079 1.59584 -0.2 -0.1 -0.2 0.020
C 3.63299 -2.85872 2.64914 -0.1 0.4 0.3 -0.001
C 2.84654 -1.73510 3.01449 0.5 -0.3 0.2 0.024
C 1.71935 -1.40752 2.31914 -0.2 0.0 -0.1 0.008
S 0.68508 -0.05004 2.70508 -0.2 0.2 -0.5 0.137
C 1.35474 -2.19394 1.20654 -0.2 0.0 -0.1 0.004
N 0.23987 -1.79829 0.49163 0.5 0.4 -0.1 -0.009
H -1.51570 -2.78650 -2.16279 0.0 0.0 0.0 0.000
H -1.14191 -1.09537 -1.81562 0.0 0.1 0.0 0.000
H -2.20360 -1.98671 -0.73430 0.0 0.0 0.0 0.000
H 0.25736 -4.19319 -1.83934 0.0 0.0 0.0 0.000
H 2.24064 -4.93107 -0.58503 0.0 0.1 0.0 0.000
H 3.86198 -4.50425 1.31016 0.0 0.0 0.0 0.001
H 4.52483 -3.08988 3.21750 0.0 0.0 0.0 -0.001
H 3.14018 -1.11725 3.85521 0.0 -0.1 0.0 0.001
F -5.90788 0.58878 0.72688 0.0 0.0 -0.1 0.000
C -5.94826 -0.08859 1.87024 0.2 -0.1 0.1 0.000
F -6.99486 -0.93776 1.79729 -0.1 0.0 0.0 0.000
F -6.23052 0.78348 2.85448 0.0 0.1 0.0 0.000
C -4.67776 -0.85041 2.16380 -0.1 0.2 -0.2 0.000
C -4.75198 -1.91033 3.05170 -0.1 -0.2 0.1 0.000
C -3.62363 -2.63673 3.39060 0.0 0.0 0.0 0.002
C -2.43344 -2.28354 2.78145 0.0 -0.2 0.0 0.004
N -2.36502 -1.27948 1.92357 0.1 0.1 0.0 0.029
C -3.43078 -0.51682 1.62912 -0.1 0.3 -0.1 0.001
S -2.93491 0.84130 0.60767 0.0 -0.1 0.0 -0.008
H -5.71105 -2.16993 3.48309 0.0 0.0 0.0 0.000
H -3.66217 -3.45261 4.09703 0.0 0.0 0.0 0.000
H -1.50565 -2.81151 2.97419 0.0 0.0 0.0 0.001
C 2.88015 -1.28929 -3.67780 0.0 0.0 0.0 0.000
C 3.23349 -1.25633 -2.33377 -0.1 0.0 0.0 0.000
C 2.50460 -0.47622 -1.44614 0.0 0.0 0.0 0.000
C 1.41190 0.29513 -1.86772 0.2 -0.2 -0.2 -0.001
C 1.09429 0.26600 -3.23001 0.1 -0.1 0.0 -0.001
C 1.81442 -0.52213 -4.12540 0.0 0.1 0.1 0.000
Si 0.42778 1.30046 -0.61865 -0.4 0.1 0.2 0.037
C 1.60961 2.42646 0.30139 0.3 0.1 0.2 0.016
C 1.11112 3.24608 1.32194 0.0 0.0 0.0 0.001
C 1.93776 4.09711 2.03728 0.0 0.0 0.0 0.000
C 3.29960 4.14004 1.75526 0.0 0.0 0.0 0.001
C 3.81806 3.33795 0.75120 -0.1 -0.1 0.0 0.001
C 2.97742 2.49276 0.02815 0.0 0.1 0.1 0.003
C -0.71619 2.43313 -1.59546 -0.2 0.2 -0.3 -0.002
C -1.77983 1.91415 -2.34728 0.0 0.0 0.0 -0.001
C -2.62870 2.73148 -3.08022 0.0 0.0 0.0 0.000
C -2.43818 4.10759 -3.07562 0.0 0.0 0.0 0.000
C -1.39835 4.65175 -2.33741 0.0 -0.1 0.0 0.000
C -0.54853 3.82247 -1.61062 0.0 0.0 -0.1 -0.001
H 3.44131 -1.90104 -4.37426 0.0 0.0 0.0 0.000
H 4.07676 -1.83776 -1.97728 0.0 0.0 0.0 0.000
H 2.80843 -0.44997 -0.40320 0.0 0.0 0.0 0.000
H 0.27687 0.87135 -3.60268 0.0 0.0 0.0 0.000
H 1.54854 -0.52529 -5.17595 0.0 0.0 0.0 0.000
H 0.05351 3.21025 1.56707 0.0 0.0 0.0 0.000
H 1.52446 4.72342 2.81903 0.0 0.0 0.0 0.000
H 3.95032 4.79936 2.31681 0.0 0.0 0.0 0.000
H 4.87703 3.37055 0.52356 0.0 0.0 0.0 0.000
H 3.40249 1.88730 -0.76344 0.0 0.0 0.0 0.000
H -1.96697 0.84493 -2.35007 0.0 0.0 0.0 0.000
H -3.44426 2.29711 -3.64647 0.0 0.0 0.0 0.000
H -3.09992 4.75038 -3.64323 0.0 0.0 0.0 0.000
H -1.24386 5.72411 -2.32799 0.0 0.0 0.0 0.000
H 0.26131 4.27055 -1.04742 0.0 0.0 0.0 0.000
```
Positions in Å, forces in eV/Å.

## Properties
2S+1 = 2
energy above the lowest of the compared OMol25 structures with the same formula, charge and spin = 16.8 kJ/mol
lowest unoccupied orbital energy (alpha / beta) = -0.46 / -0.94 eV
Kohn-Sham gap (alpha / beta) = 7.12 / 6.89 eV

A cluster of 9 separate species, C42H93O30P3 in total. Source: the Open Molecules 2025 dataset; level of theory: ωB97M-V/def2-TZVPD.

Geometry as XYZ:
```
168
Properties=species:S:1:pos:R:3:forces:R:3:mulliken_charge:R:1
C 5.43300 20.22403 26.07754 -0.4 -0.8 -0.2 -1.083
C 4.52443 19.69350 27.25380 0.2 2.6 -1.2 0.538
O 5.21699 19.79222 28.49904 2.0 -2.9 1.9 -0.406
P 6.18783 18.53911 28.98147 1.1 0.1 -1.2 0.678
O 6.56538 17.57397 27.89674 -0.5 1.7 1.6 -0.379
O 5.49414 17.85148 30.23740 -1.1 -0.1 -0.1 -0.243
C 6.04900 16.61074 30.74382 2.0 -0.3 0.8 -0.346
C 5.25264 16.02861 31.92427 -0.5 1.1 -1.1 -1.102
O 7.49554 19.26039 29.69013 -1.8 -2.3 -1.8 -0.392
C 7.31332 20.28104 30.61102 1.5 2.7 0.1 -0.174
C 8.57632 21.24566 30.36144 -1.0 -1.0 0.5 -1.139
H 5.02818 21.03188 25.46796 -0.7 0.1 0.4 0.230
H 6.40101 20.61659 26.38892 0.0 -0.4 0.4 0.383
H 5.58703 19.43252 25.34414 0.4 -0.2 0.2 0.182
H 3.79951 20.47907 27.46702 -0.6 -0.3 -0.6 -0.004
H 4.00425 18.76345 27.02463 0.4 -0.2 0.3 0.045
H 6.34329 15.92952 29.94542 -0.9 -0.1 -0.3 0.322
H 7.02879 16.88466 31.13509 0.2 0.1 0.2 0.427
H 4.23519 15.92910 31.54612 -0.3 0.0 0.5 0.240
H 5.55641 15.07144 32.34811 0.5 0.0 -0.6 0.376
H 5.32498 16.76994 32.72008 -0.4 -0.1 0.1 0.273
H 6.38115 20.81191 30.41780 0.1 0.2 -0.1 0.265
H 7.27022 19.97915 31.65749 0.2 -0.6 -0.1 0.283
H 9.10089 20.93142 29.45912 -0.6 0.2 -0.3 0.315
H 8.23011 22.27706 30.29470 0.4 0.0 0.1 0.310
H 9.35615 21.09069 31.10705 -0.3 0.4 0.5 0.338
C -0.38211 24.22166 21.66099 -0.9 0.2 0.2 -1.187
C 0.53831 24.35667 22.86473 0.4 -0.6 -2.6 0.235
O 0.94173 23.01687 23.19252 0.5 -1.8 0.8 -0.180
P 0.16109 21.99630 24.12005 -1.8 0.0 1.2 0.387
O -0.43179 22.71601 25.27072 0.6 -0.8 -0.1 -0.864
O -1.02336 21.31607 23.20971 1.3 1.1 0.5 -0.040
C -2.27811 20.83195 23.68893 -2.6 -0.3 -1.3 -0.175
C -3.48011 21.47777 22.90518 0.5 1.4 -0.6 -1.275
O 1.12498 20.71304 24.52791 -0.5 2.7 -1.4 0.298
C 1.72543 20.03287 23.40610 -0.1 -2.1 -0.6 0.038
C 2.89929 20.66241 22.62982 -1.0 -0.2 0.0 -0.817
H -0.13427 23.44179 20.94094 0.4 -0.4 0.5 0.260
H -1.35768 23.98290 22.08449 -0.4 0.3 -0.7 0.242
H -0.33382 25.10503 21.02426 -0.5 0.5 0.4 0.348
H 1.42134 24.77725 22.38361 0.4 0.4 1.1 0.054
H 0.09950 24.93301 23.67921 0.3 -0.3 0.1 0.106
H -2.24462 19.76738 23.45727 -0.2 -0.1 0.4 0.339
H -2.63961 21.00398 24.70275 1.4 0.1 0.5 0.159
H -4.53129 21.38931 23.17957 0.1 -1.6 0.7 0.295
H -3.48655 22.55468 23.07347 0.9 0.4 0.0 0.346
H -3.47511 21.37771 21.81980 0.4 -0.3 0.0 0.318
H 1.90472 19.01908 23.76412 0.9 0.2 0.7 0.083
H 0.93875 19.71645 22.72119 -0.3 0.8 -0.5 0.266
H 3.61622 21.18644 23.26187 -0.2 0.2 -0.1 0.261
H 3.43512 19.92276 22.03492 0.0 -0.5 0.5 0.129
H 2.43783 21.26105 21.84446 0.4 0.8 0.3 0.217
C -11.36258 19.45459 25.89090 0.3 0.3 0.0 -1.087
C -10.44226 18.59918 25.03625 -1.7 -0.2 -0.7 -0.233
O -9.47805 19.36936 24.30507 2.0 -0.1 0.9 -0.368
P -7.88913 19.09660 24.42653 -0.6 -0.3 -0.2 0.860
O -7.01545 19.80370 23.47248 -0.5 -0.2 0.7 -0.662
O -7.54474 19.46634 25.99973 0.3 -1.1 -2.4 -0.274
C -6.14510 19.43593 26.49507 -1.9 0.2 1.1 0.065
C -6.22605 18.65438 27.77746 0.9 -0.4 -0.1 -1.225
O -7.89805 17.46961 24.12063 0.4 1.8 0.9 -0.266
C -6.59143 16.87582 23.93660 -0.6 -1.1 -0.3 0.093
C -6.69721 15.40443 24.40720 1.5 1.5 0.5 -1.257
H -12.00765 20.07350 25.26725 0.2 0.1 -0.1 0.285
H -12.02776 18.79293 26.44575 0.1 0.0 0.2 0.337
H -10.80684 20.11852 26.55305 -0.1 -0.2 0.2 0.299
H -10.10500 17.70347 25.55783 0.8 0.4 0.1 0.340
H -11.10442 18.22614 24.25492 0.1 -0.4 -0.2 0.306
H -5.36533 19.03248 25.84908 -0.5 0.2 -0.5 0.153
H -5.93787 20.45546 26.82020 0.2 0.1 -0.7 0.322
H -7.07704 18.93049 28.40010 0.2 0.2 -0.1 0.296
H -6.23444 17.57515 27.62485 -0.1 0.0 -0.1 0.272
H -5.26877 18.92210 28.22472 -0.1 -0.3 0.8 0.402
H -6.31553 16.89854 22.88235 -0.2 0.3 -0.1 0.283
H -5.84326 17.46664 24.46507 0.0 -0.3 0.2 0.016
H -7.08329 14.71140 23.65970 -0.5 0.2 0.4 0.318
H -5.67458 15.10219 24.63298 0.2 -0.3 -0.2 0.390
H -7.13588 15.46336 25.40329 -0.7 -0.6 -0.3 0.328
C -1.27431 18.63414 19.65121 0.2 -0.4 2.0 -0.762
C -0.49981 17.42682 20.23994 -0.5 0.3 -3.7 -0.461
O 0.83368 17.81311 20.42016 1.3 -0.1 2.7 -0.203
C 1.81008 17.62994 19.55973 -0.3 1.0 -3.9 0.525
O 1.63854 17.43238 18.33633 0.9 -0.3 3.3 -0.653
O 2.95381 17.99277 20.16808 -2.3 -0.9 1.8 0.203
C 4.21601 17.91869 19.64319 1.5 0.6 -2.6 -0.974
H -1.14921 19.45647 20.35563 -0.4 0.1 0.4 0.033
H -2.30058 18.26939 19.69378 -0.3 0.7 -0.7 0.423
H -0.90206 19.10523 18.74148 -0.2 -1.0 -0.4 0.196
H -0.46749 16.67983 19.44681 -0.2 -0.3 0.0 0.413
H -0.99543 16.95315 21.08734 0.6 0.5 0.5 0.403
H 4.32143 17.21985 18.81337 -0.3 -0.5 0.2 0.420
H 5.01397 17.74806 20.36585 -0.6 -0.1 0.4 0.235
H 4.38251 18.87574 19.14879 0.5 0.2 0.1 0.313
C 8.60870 15.61084 24.69049 1.2 -1.7 -0.3 -1.405
C 7.63886 16.54538 25.24523 -1.2 -0.4 1.4 0.222
O 6.59222 16.78720 24.27532 -1.4 0.4 0.0 -0.286
C 5.33892 16.19421 24.31328 2.1 -2.6 3.1 0.753
O 4.94270 15.34226 25.11566 1.0 1.8 -1.1 -0.636
O 4.69225 16.58260 23.27918 -1.1 0.8 -1.6 -0.217
C 3.41199 16.02694 22.90852 -0.2 0.4 -0.6 -0.488
H 8.12848 14.69490 24.34620 -0.2 0.2 -0.6 0.356
H 9.20348 15.18735 25.49981 0.4 0.4 0.2 0.395
H 9.28079 16.03417 23.94403 -0.1 -0.1 -0.1 0.315
H 8.14651 17.43897 25.60842 -0.6 0.6 -0.7 0.234
H 7.24490 16.12339 26.16979 -0.5 0.0 -0.2 0.160
H 2.72383 16.87219 22.91721 0.0 -0.1 -0.2 0.063
H 2.94744 15.21253 23.46442 0.9 0.1 0.7 0.353
H 3.56180 15.66828 21.89018 -0.2 0.2 0.0 0.252
C -2.17806 32.20729 19.13657 1.5 1.7 0.2 -1.052
C -1.78107 31.55311 20.44216 -0.5 -1.3 1.4 -0.317
O -0.68221 30.62538 20.30823 0.0 -2.5 -0.2 -0.316
C -0.83318 29.28803 20.57614 1.9 -2.0 -2.7 0.743
O -0.02434 28.41702 20.15405 -2.2 3.0 1.8 -0.505
O -1.99124 28.99936 21.15050 -0.1 0.5 0.7 -0.352
C -2.28902 27.69886 21.64354 -1.0 -0.9 -0.1 -0.584
H -3.17959 32.63323 19.19652 0.0 -0.3 -0.2 0.323
H -1.95867 31.72692 18.18304 -0.6 -1.1 0.5 0.339
H -1.48043 33.03408 19.00303 -0.2 0.6 0.1 0.299
H -2.66369 31.11069 20.90406 0.1 -0.7 -0.4 0.229
H -1.39297 32.07928 21.31430 -0.2 1.6 -0.7 0.416
H -1.68312 27.36247 22.48487 0.4 0.3 -0.3 0.193
H -2.38226 26.93644 20.87016 0.9 0.1 -0.3 0.274
H -3.32393 27.71153 21.98543 0.1 0.7 0.3 0.325
C 0.62700 20.98146 27.97530 -0.4 -0.2 0.5 -0.914
C 0.06206 19.60660 27.64071 -1.8 2.0 0.2 -0.317
O 0.98751 18.61987 27.29192 0.1 -1.2 0.6 -0.120
C 1.21825 17.72258 28.26645 -0.1 0.8 4.0 0.667
O 0.81276 17.78279 29.46740 1.1 -0.4 -4.3 -0.651
O 2.08644 16.85381 27.79184 0.0 0.8 -2.5 -0.256
C 2.79194 15.99520 28.58766 0.1 -1.5 3.3 -0.801
H 1.21238 20.94345 28.89399 0.6 0.0 -0.3 0.499
H -0.23553 21.56533 28.29661 -0.2 0.2 -0.3 0.390
H 1.05711 21.51094 27.12514 0.3 -0.2 0.2 -0.061
H -0.63995 19.76531 26.82212 0.3 -0.3 -0.5 0.160
H -0.58285 19.33458 28.47630 0.4 -0.5 0.1 0.478
H 2.92453 16.45842 29.56539 -0.1 0.0 0.2 0.263
H 3.79623 15.65248 28.33856 -0.1 0.7 -1.4 0.254
H 2.21655 15.08618 28.76288 -0.1 -0.1 0.0 0.412
C 3.03403 27.74954 21.74733 0.2 0.5 -0.3 -1.070
C 2.32187 28.20474 23.03904 0.4 2.9 -2.3 -0.286
O 2.47282 27.26773 23.99514 0.5 -3.5 2.4 -0.318
C 1.54349 26.93587 24.96283 1.3 3.2 -3.2 0.873
O 0.58288 27.61944 25.03769 -2.6 0.3 1.1 -0.605
O 1.98025 25.97141 25.65464 1.3 -3.4 2.1 -0.314
C 1.16721 25.42043 26.72481 -2.2 1.4 0.7 -0.604
H 4.08382 28.03509 21.81436 0.2 -0.5 0.1 0.372
H 2.70646 28.24970 20.83593 -0.5 0.3 0.3 0.285
H 2.95318 26.69014 21.50393 -0.1 -0.1 0.5 0.271
H 1.37890 28.71488 22.84241 -1.0 -1.4 0.2 0.263
H 2.81366 29.11987 23.36886 0.8 0.1 0.2 0.335
H 1.38794 24.50731 27.27762 1.3 -0.3 -1.3 0.224
H 0.13638 25.31178 26.38766 0.1 -0.2 -0.4 0.251
H 1.06086 26.13224 27.54342 0.4 0.6 -0.2 0.353
C 1.74384 26.12034 17.47713 0.0 0.2 0.7 -1.160
C 0.77077 24.91484 17.34682 1.2 1.9 0.0 0.070
O 1.63826 23.78718 17.12686 0.4 2.0 -0.3 -0.266
C 1.05681 22.66428 16.99158 -2.1 -4.2 1.0 0.747
O -0.15693 22.45376 16.86178 2.7 0.3 0.0 -0.610
O 2.03777 21.68648 17.23092 -1.0 1.8 -1.4 -0.342
C 1.64174 20.34512 17.44687 -1.1 0.2 0.2 -0.373
H 1.23140 26.98612 17.89659 -0.2 0.0 0.0 0.305
H 2.31949 26.49070 16.62886 -0.7 -0.5 -0.8 0.369
H 2.57326 25.91634 18.15429 -0.3 -0.4 0.5 0.307
H 0.02594 25.10141 16.57318 0.3 -0.5 -0.3 0.276
H 0.21480 24.77307 18.27359 0.2 -0.1 0.1 0.061
H 2.05614 19.62537 16.74095 0.7 0.3 0.3 0.329
H 0.56852 20.23384 17.29219 -0.1 0.2 0.3 0.299
H 1.89419 20.21920 18.49973 0.0 -0.9 -0.2 -0.017
```
Positions in Å, forces in eV/Å.

## Properties
2S+1 = 1
energy above the lowest of the compared OMol25 structures with the same formula, charge and spin = 20.4 kJ/mol
lowest unoccupied orbital energy = 0.21 eV
Kohn-Sham gap = 10.39 eV
structure (SMILES) = CCOP(=O)(OCC)OCC.CCOP(=O)(OCC)OCC.CCOP(=O)(OCC)OCC.CCOC(=O)OC.CCOC(=O)OC.CCOC(=O)OC.CCOC(=O)OC.CCOC(=O)OC.CCOC(=O)OC

no.,strongest force on any atom (eV Å⁻¹)
1,2.64
2,0.97
3,4.77